24
Properties=species:S:1:pos:R:3 method="wB97M-V/def2-TZVPD" largest_force_ha_per_bohr=0.089 spin_multiplicity=1 charge=+1 homo_lumo_gap_ev=8.77 e_above_lowest_kj_mol=355.7
C -0.063 0.233 -0.281
C -0.623 -0.333 0.747
C 1.465 -1.779 0.621
C -0.359 1.387 -1.062
C -2.066 0.082 1.195
C -1.529 2.096 -0.301
C -2.584 1.183 0.294
C 2.512 -2.677 1.176
N 1.592 -0.902 -0.407
N 2.656 -0.652 -1.218
S 0.059 -1.759 1.570
H 0.538 2.068 -0.943
H -0.659 1.136 -2.131
H -2.861 -0.819 1.292
H -2.007 0.476 2.149
H -0.942 2.575 0.527
H -1.855 3.071 -1.000
H -3.227 0.820 -0.505
H -3.310 1.909 0.879
H 3.392 -2.855 0.577
H 2.756 -2.355 2.292
H 2.156 -3.722 1.466
H 3.587 -1.056 -0.982
H 2.653 0.240 -1.558



24
Properties=species:S:1:pos:R:3 method="wB97M-V/def2-TZVPD" largest_force_ha_per_bohr=0.062 spin_multiplicity=4 s2=3.800 charge=-1 homo_lumo_gap_ev="4.68 / 6.98"
C -1.879 -3.427 -0.775
V -0.139 -2.676 -1.700
N 0.768 -1.039 -2.753
H -1.226 -2.436 -2.679
H 0.175 -0.241 -2.942
H 1.253 -3.095 -2.382
H -2.253 -3.885 -1.739
H -2.373 -2.571 -0.329
H -1.286 -4.104 -0.099
H 1.552 -0.687 -2.195
H 1.153 -1.348 -3.641
N -0.212 -1.201 -0.304
C -0.154 -0.221 0.365
C 0.071 1.038 1.116
C 0.486 2.204 0.433
C 0.799 3.391 1.108
C 0.695 3.444 2.504
C 0.252 2.328 3.203
C -0.060 1.140 2.533
H 0.564 2.163 -0.666
H 1.120 4.254 0.550
H 0.957 4.346 3.021
H 0.142 2.366 4.288
H -0.404 0.260 3.081



26
Properties=species:S:1:pos:R:3 method="wB97M-V/def2-TZVPD" largest_force_ha_per_bohr=0.124 spin_multiplicity=1 charge=0 homo_lumo_gap_ev="6.21 / 7.54" e_above_lowest_kj_mol=292.6
C -2.906 -1.143 -0.259
C -3.886 0.781 -0.678
C -2.139 -0.157 0.364
C 0.379 2.172 -0.188
C -0.016 -1.071 1.584
C 2.500 -0.548 -1.646
C -0.962 -0.003 1.129
C 0.770 0.964 -0.817
N -3.985 -0.506 -0.823
N -2.761 1.099 0.108
N 1.964 0.283 -0.539
O 1.307 2.498 0.822
O -0.654 2.845 -0.315
H -2.707 -2.141 -0.373
H -4.523 1.422 -1.068
H 0.159 -0.869 2.672
H -0.456 -2.047 1.533
H 0.970 -1.009 0.892
H 2.756 -1.649 -1.295
H 1.849 -0.792 -2.366
H 3.480 -0.269 -1.985
H -1.032 0.884 1.608
H 0.199 0.644 -1.660
H -2.120 1.933 -0.024
H 2.468 0.838 0.152
H 0.870 3.014 1.520



25
Properties=species:S:1:pos:R:3 method="wB97M-V/def2-TZVPD" largest_force_ha_per_bohr=0.111 spin_multiplicity=1 charge=+1 smiles="C[NH+](C)[C@H]1CC=Cc2cnnn21" homo_lumo_gap_ev=9.56 e_above_lowest_kj_mol=450.2
C 0.827 1.255 -1.589
N 1.404 0.422 -0.502
C 2.824 0.735 -0.084
C 0.335 0.343 0.580
C -0.958 1.154 0.574
C -2.080 0.581 1.445
C -2.319 -0.736 1.414
C -1.485 -1.568 0.602
C -1.598 -2.764 -0.074
N -0.550 -2.986 -0.808
N 0.269 -2.021 -0.681
N -0.243 -1.131 0.196
H 0.150 0.649 -2.018
H 0.444 2.228 -1.305
H 1.415 1.487 -2.376
H 1.579 -0.442 -1.045
H 2.737 1.723 0.352
H 3.154 0.118 0.641
H 3.506 0.735 -1.073
H 0.873 0.081 1.563
H -1.397 1.245 -0.366
H -0.842 2.296 0.902
H -2.613 1.316 1.948
H -3.106 -1.207 1.819
H -2.327 -3.511 -0.113



26
Properties=species:S:1:pos:R:3 method="wB97M-V/def2-TZVPD" largest_force_ha_per_bohr=0.061 spin_multiplicity=1 charge=+1 smiles="CC(=O)NC1=CN(C)N2CC[NH+]=C12" homo_lumo_gap_ev=9.23 e_above_lowest_kj_mol=56.8
C -2.544 -2.128 -2.956
C -1.218 -1.630 -2.407
O -0.096 -1.764 -2.887
N -1.425 -0.879 -1.211
C -0.339 -0.329 -0.466
C 1.044 -0.484 -0.669
N 1.756 0.463 -0.005
C 3.093 0.249 0.406
N 0.862 1.051 0.847
C 0.941 1.687 2.162
C -0.545 1.534 2.554
N -1.252 1.314 1.308
C -0.410 0.600 0.572
H -3.180 -1.313 -2.889
H -2.991 -2.922 -2.213
H -2.364 -2.344 -4.035
H -2.395 -0.990 -0.862
H 1.668 -1.078 -1.369
H 3.649 1.258 0.326
H 3.158 -0.046 1.437
H 3.520 -0.514 -0.232
H 1.262 2.752 1.973
H 1.652 1.250 2.919
H -0.732 0.622 3.159
H -0.871 2.478 3.082
H -2.242 1.163 1.455



25
Properties=species:S:1:pos:R:3 method="wB97M-V/def2-TZVPD" largest_force_ha_per_bohr=0.089 spin_multiplicity=1 charge=0 smiles=CO[Si](N)(OC)c1ccccc1 homo_lumo_gap_ev=10.11 e_above_lowest_kj_mol=0.0
C 1.793 1.796 -1.031
O 0.573 2.079 -0.400
Si -0.548 1.018 0.096
N -1.477 1.988 1.159
O -1.801 0.441 -1.291
C -2.622 1.431 -1.817
C 0.177 -0.668 0.523
C 1.218 -0.757 1.444
C 1.822 -1.970 1.726
C 1.387 -3.121 1.092
C 0.348 -3.053 0.178
C -0.248 -1.838 -0.104
H 1.633 1.321 -2.000
H 2.400 1.131 -0.413
H 2.322 2.741 -1.172
H -1.024 2.401 1.953
H -2.394 1.656 1.402
H -3.341 1.793 -1.073
H -3.172 0.991 -2.653
H -2.048 2.290 -2.180
H 1.560 0.138 1.947
H 2.633 -2.019 2.439
H 1.855 -4.069 1.313
H 0.005 -3.950 -0.317
H -1.050 -1.771 -0.821



24
Properties=species:S:1:pos:R:3 method="wB97M-V/def2-TZVPD" largest_force_ha_per_bohr=0.102 spin_multiplicity=5 s2=6.010 charge=-1 homo_lumo_gap_ev="5.07 / 5.08"
C -0.954 1.128 -1.941
C 0.440 0.913 -2.223
C 1.210 1.869 -1.417
C 0.266 2.655 -0.656
C -1.064 2.195 -0.996
Pm 0.401 0.064 0.427
N -1.149 -1.383 0.094
C -0.328 -2.745 -0.353
C 0.903 -2.264 -0.906
H 2.322 1.878 -1.336
H 0.865 0.135 -2.898
H 0.519 3.410 0.121
H -2.011 2.601 -0.584
H -1.781 0.567 -2.408
H 0.907 -1.879 -1.902
H -1.031 -3.382 -1.069
H -2.223 -1.364 -0.340
H 1.766 -2.167 -0.158
H -0.483 -3.061 0.749
C 0.276 0.154 3.898
O 0.412 0.267 2.500
H -0.660 0.631 4.220
H 1.123 0.671 4.377
H 0.274 -0.895 4.234



24
Properties=species:S:1:pos:R:3 method="wB97M-V/def2-TZVPD" largest_force_ha_per_bohr=0.101 spin_multiplicity=1 charge=0 homo_lumo_gap_ev="7.54 / 7.53" e_above_lowest_kj_mol=384.7
C 0.072 2.274 0.137
C -0.347 -1.479 -0.299
C 0.982 -1.639 0.432
C 2.878 0.196 0.631
C 0.137 1.050 -0.538
C -0.873 -0.039 -0.190
C -2.032 0.066 -1.359
C -1.545 0.303 1.144
N -0.102 3.149 0.896
O 0.862 0.823 -1.586
S 2.638 -1.268 -0.213
H -0.111 -1.818 -1.279
H -1.079 -2.105 0.143
H 0.898 -1.034 1.337
H 1.019 -2.712 0.696
H 3.726 0.828 0.306
H 2.702 0.266 1.718
H -2.570 -0.802 -1.515
H -1.462 0.412 -2.311
H -2.622 0.967 -1.193
H -1.921 -0.584 1.593
H -2.033 1.195 1.303
H -0.720 0.442 1.862
H 1.507 1.512 -1.715